156
Properties=species:S:1:pos:R:3:forces:R:3:lowdin_charge:R:1 method="wB97M-V/def2-TZVPD" smiles=COCCNCCOC.COCCNCCOC.COCCNCCOC.COCCNCCOC.COCCNCCOC.CO.CO.CO.CO.CO.CO spin_multiplicity=1 homo_ev=-8.13 lumo_ev=0.19 largest_force_ev_per_a=2.5 total_charge=0 e_above_lowest_kcal_mol=111.6 molar_mass_g_mol=858.21
C 1.7259 -1.3930 -0.9143 -0.2 -0.6 0.2 -0.1122
O 2.6062 -2.3527 -0.3470 0.3 -0.3 0.0 -0.2130
C 3.1931 -3.2765 -1.2700 -0.7 -0.2 -0.3 -0.1979
C 3.8010 -4.5251 -0.5868 -0.3 2.2 -0.6 -0.2116
N 4.9377 -4.1025 0.1835 0.6 -0.9 1.2 -0.0600
C 5.1686 -5.0869 1.2526 1.3 0.3 0.1 -0.1959
C 6.1036 -4.4682 2.3230 -0.5 0.1 -0.3 -0.1896
O 5.2581 -3.7407 3.2441 0.8 -0.4 -0.4 -0.2042
C 5.8305 -2.5196 3.6907 -0.7 0.0 0.1 -0.1115
H 0.7664 -1.8819 -1.0831 -0.3 0.0 -0.1 0.0717
H 2.0407 -0.9585 -1.8631 0.5 -0.1 -0.2 0.0862
H 1.5790 -0.5711 -0.2136 0.1 -0.1 0.1 0.0734
H 3.8736 -2.6897 -1.8870 0.8 -0.3 0.1 0.1165
H 2.4904 -3.6721 -2.0034 -0.8 0.1 0.1 0.1116
H 4.0746 -5.2103 -1.3891 0.3 -0.1 0.0 0.1197
H 3.0720 -5.0435 0.0361 -0.5 0.1 0.0 0.1089
H 4.7668 -3.2548 0.7053 -0.6 0.5 -0.4 0.0965
H 5.5704 -5.9757 0.7662 0.3 -0.2 0.3 0.1160
H 4.2317 -5.3810 1.7258 -0.2 0.0 0.3 0.1059
H 6.8410 -3.8233 1.8452 -0.3 0.6 -0.4 0.1119
H 6.7897 -5.1437 2.8340 -0.6 -0.6 0.4 0.1138
H 5.7052 -1.7620 2.9171 0.5 0.2 -0.1 0.0860
H 6.8575 -2.6247 4.0405 0.2 0.0 -0.2 0.0907
H 5.2468 -2.1716 4.5429 -0.1 -0.1 0.1 0.0721
C -1.1757 1.6665 6.6947 -0.8 0.7 0.3 -0.1520
O -0.5714 0.5726 6.1092 1.9 -0.9 0.4 -0.1963
C 0.8742 0.6537 6.3170 -0.1 -1.3 -2.2 -0.1682
C 1.5293 -0.7039 5.9008 1.2 1.4 0.1 -0.2073
N 1.3213 -1.0337 4.5124 -1.8 -0.1 -0.8 -0.0659
C 1.7529 -2.3484 4.0548 -0.2 -1.0 -0.7 -0.1656
C 1.2939 -2.7591 2.6039 -0.9 1.7 1.6 -0.1859
O -0.1237 -2.8097 2.6195 -1.0 -0.6 -0.6 -0.2157
C -0.7232 -3.0398 1.3147 0.2 0.3 1.5 -0.0746
H -2.2269 1.7161 6.4106 -0.1 -0.3 0.0 0.0813
H -0.7504 2.6085 6.3484 0.3 0.2 0.1 0.0890
H -1.1010 1.5896 7.7794 -0.1 0.3 0.2 0.0891
H 1.2639 0.9199 7.2995 -0.8 0.0 0.4 0.1197
H 1.2128 1.4179 5.6173 0.2 0.2 0.0 0.1111
H 1.3089 -1.4231 6.6896 -0.3 -0.6 -0.2 0.1171
H 2.6084 -0.5562 5.8576 0.4 0.3 1.1 0.0985
H 0.3147 -1.0769 4.4413 -0.4 0.2 -0.6 0.0938
H 1.3027 -3.0904 4.7142 0.4 -0.5 0.2 0.1169
H 2.8367 -2.4565 4.0136 0.1 0.1 0.4 0.0994
H 1.6622 -3.7530 2.3498 0.6 0.2 -0.2 0.1210
H 1.5566 -1.9313 1.9452 0.6 -0.4 -0.4 0.1032
H -0.8018 -2.0757 0.8124 0.2 -0.2 -0.5 0.0657
H -1.7317 -3.4199 1.4774 0.0 0.1 0.2 0.0800
H -0.1908 -3.8167 0.7660 0.3 0.2 -0.2 0.0862
C -5.9794 -1.1854 -5.3660 -0.1 -1.4 -0.3 -0.0823
O -4.7487 -1.5738 -5.9196 1.2 1.0 0.9 -0.2166
C -4.7460 -2.5245 -6.9353 -0.5 0.5 -1.2 -0.2329
C -3.3467 -2.5916 -7.5225 0.4 0.9 1.9 -0.1870
N -2.4461 -2.8332 -6.3878 1.3 -1.4 -0.9 -0.0605
C -1.0392 -2.5355 -6.6711 -0.9 1.3 0.8 -0.1914
C -0.7839 -0.9919 -6.7391 1.6 -0.8 0.7 -0.1951
O -0.9555 -0.2279 -5.5250 0.3 -0.8 1.0 -0.1928
C -0.1864 -0.7191 -4.3662 -1.1 0.6 -0.5 -0.0776
H -6.4341 -2.0831 -4.9472 -0.4 -0.1 0.4 0.0893
H -6.6702 -0.8483 -6.1388 0.0 0.5 0.0 0.0916
H -5.8119 -0.4822 -4.5501 0.0 0.1 -0.4 0.0660
H -5.3703 -2.1154 -7.7296 -0.6 -0.4 -0.3 0.1202
H -5.1243 -3.4840 -6.5826 0.0 -0.2 0.0 0.1281
H -3.1071 -1.6165 -7.9466 -0.3 0.4 -0.2 0.1019
H -3.2305 -3.2867 -8.3540 -0.1 -0.5 0.4 0.1231
H -2.6621 -2.3414 -5.5324 -0.7 0.2 -0.4 0.0768
H -0.6602 -3.0025 -7.5801 -0.3 0.0 -0.2 0.1167
H -0.4463 -2.9393 -5.8504 0.1 0.0 0.0 0.0996
H -1.3351 -0.5081 -7.5454 -0.1 0.1 0.3 0.1109
H 0.2892 -0.9312 -6.9205 0.3 0.2 -0.7 0.1056
H 0.8772 -0.8952 -4.5267 0.0 -0.5 -0.7 0.0897
H -0.7142 -1.5631 -3.9220 0.4 -0.3 -0.2 0.0522
H -0.1584 0.0295 -3.5744 -0.5 0.5 -0.4 0.0536
C 5.3498 1.0674 4.4673 0.3 -0.4 0.1 -0.1224
O 4.9358 1.1817 3.1272 -0.7 -0.2 0.0 -0.1927
C 3.5144 1.4115 2.9380 0.3 0.0 0.7 -0.1892
C 3.1950 1.2030 1.4900 1.0 0.0 -0.8 -0.2039
N 4.0220 2.1082 0.6730 -1.1 -0.2 0.2 -0.0339
C 3.9793 1.8078 -0.7583 -0.2 -0.2 0.3 -0.1878
C 4.8837 0.6334 -1.1834 0.1 1.3 0.7 -0.2118
O 6.1912 1.0086 -0.7850 0.0 -0.5 -0.3 -0.1971
C 7.1828 0.1076 -1.2456 0.2 1.1 0.4 -0.1037
H 5.3636 2.0074 5.0190 -0.3 0.2 -0.1 0.0873
H 6.3648 0.6711 4.4978 0.2 0.2 -0.4 0.0846
H 4.7947 0.3178 5.0312 -0.6 0.0 0.0 0.0644
H 3.2644 2.4159 3.2798 0.1 0.3 -0.2 0.1275
H 2.9073 0.7400 3.5451 0.1 -0.4 0.1 0.0905
H 2.1329 1.2856 1.2592 -0.1 0.5 0.2 0.1047
H 3.4436 0.1722 1.2373 0.1 -0.6 0.1 0.1025
H 4.9465 2.0609 1.0768 0.3 0.1 -0.4 0.0921
H 4.1551 2.7469 -1.2830 0.7 -0.2 -0.3 0.1121
H 2.9525 1.5804 -1.0447 -0.2 -0.2 0.2 0.0887
H 4.8537 0.4467 -2.2568 -0.1 0.0 -0.3 0.1153
H 4.5912 -0.2696 -0.6476 -0.2 -0.3 0.0 0.1031
H 7.0834 -0.8919 -0.8224 -0.2 -0.2 -0.1 0.0844
H 8.1122 0.5603 -0.8999 0.2 -0.3 -0.1 0.0878
H 7.1992 0.1070 -2.3355 0.0 -0.3 -0.2 0.0828
C -2.0486 5.8248 -2.2213 0.3 0.7 0.4 -0.1117
O -3.0188 5.5013 -1.2493 -0.2 -0.4 -1.2 -0.2024
C -2.9329 4.1254 -0.8626 -0.7 0.1 0.2 -0.2025
C -4.0988 3.9233 0.1353 1.3 -0.5 -0.3 -0.1639
N -3.9218 4.9285 1.2171 0.0 -0.9 -1.2 -0.0296
C -2.9759 4.4183 2.2099 -0.9 0.0 0.9 -0.1951
C -3.6310 3.3892 3.1547 0.4 0.5 0.4 -0.2173
O -4.7801 3.9803 3.7452 -0.6 -0.2 0.6 -0.1842
C -5.1761 3.3916 4.9929 0.8 0.4 -0.2 -0.0975
H -1.9756 5.1689 -3.0889 -0.1 -0.7 0.2 0.0765
H -1.1062 5.8863 -1.6771 0.5 -0.1 -0.4 0.0879
H -2.2411 6.7957 -2.6778 -0.3 0.2 0.5 0.0865
H -1.9603 3.9492 -0.4031 0.2 -0.1 0.2 0.1081
H -2.9994 3.4751 -1.7348 -0.2 -0.1 -0.2 0.1076
H -4.0320 2.9077 0.5254 0.0 -0.1 0.1 0.1027
H -5.0246 3.9611 -0.4387 -0.2 0.5 0.3 0.1055
H -3.3721 5.5618 0.6542 -0.3 1.2 0.6 0.0722
H -2.7397 5.2569 2.8649 0.1 0.2 0.0 0.1193
H -2.0296 4.0622 1.8028 -0.1 -0.4 0.0 0.0873
H -2.9002 3.1898 3.9385 0.3 -0.1 0.2 0.1014
H -3.8599 2.4079 2.7390 -0.2 0.0 -0.4 0.1062
H -5.4996 2.3548 4.9008 0.0 -0.1 -0.1 0.0852
H -5.9291 3.9773 5.5200 -0.4 0.2 -0.8 0.0808
H -4.3497 3.4603 5.7004 0.5 -0.4 0.0 0.0680
C -4.2515 -0.6141 1.6897 0.4 1.3 -0.1 -0.1601
O -4.4068 -0.6484 3.0948 -0.4 -1.1 0.3 -0.1193
H -4.1466 -1.5658 1.1689 -0.1 -0.2 0.2 0.0669
H -5.0722 -0.0406 1.2588 0.1 -0.1 0.0 0.0852
H -3.3244 -0.0434 1.6356 0.1 0.1 -1.3 0.0496
H -3.5961 -1.1102 3.3211 -0.1 0.0 1.0 0.0661
C -0.6737 1.0446 2.5742 1.4 0.6 0.2 -0.1260
O -0.7241 2.2135 1.7559 -0.8 -0.3 0.6 -0.1264
H 0.3749 0.8516 2.8007 0.2 -0.4 -0.1 0.0515
H -1.0707 1.2480 3.5688 -0.6 0.2 -0.3 0.0721
H -1.0940 0.1277 2.1611 -0.3 0.1 -0.2 0.0613
H -0.4347 2.0298 0.8592 0.3 -0.2 -0.3 0.0198
C 0.6123 3.4153 -3.2983 -0.3 1.4 -0.6 -0.1549
O 1.3207 2.2417 -3.1168 1.2 -1.3 0.6 -0.1392
H 0.4544 3.9402 -2.3562 -0.3 -0.5 0.2 0.0827
H 1.1971 4.1314 -3.8756 -0.2 0.0 -0.4 0.0918
H -0.3197 3.1503 -3.7976 -0.3 0.6 0.0 0.0907
H 1.8808 2.0610 -3.8752 -0.1 0.0 0.0 0.1068
C -3.0817 -2.1955 -2.6660 -0.3 0.2 -0.5 -0.1634
O -3.1383 -2.4110 -1.2841 0.2 -0.1 0.7 -0.1092
H -3.0593 -1.1221 -2.8543 -0.1 0.0 0.1 0.0686
H -2.1873 -2.6269 -3.1155 0.0 -0.2 -0.1 0.0655
H -3.9683 -2.6191 -3.1377 0.0 0.1 -0.3 0.0843
H -3.1914 -3.3615 -1.1603 0.0 -0.1 0.2 0.0817
C -1.2752 0.6402 -1.0837 0.9 0.4 -1.0 -0.0981
O -0.2384 1.6358 -0.9827 -1.0 0.1 1.1 -0.1461
H -0.7440 -0.2838 -1.3118 -0.6 -0.5 0.5 0.0538
H -1.9101 0.6295 -0.1978 0.4 -0.1 0.1 0.0785
H -1.9313 0.8435 -1.9300 -0.1 0.2 -0.1 0.0676
H 0.2588 1.7103 -1.8005 0.2 -0.3 -0.2 0.0120
C -6.0674 1.5019 -2.6283 -0.4 -0.7 0.3 -0.1670
O -4.7148 1.2169 -2.4315 1.7 0.4 0.1 -0.1387
H -6.3099 1.9359 -3.5983 0.0 0.0 0.0 0.0850
H -6.5295 0.5242 -2.4919 -1.0 0.3 -0.2 0.0747
H -6.3745 2.1799 -1.8320 -0.1 0.0 -0.1 0.0768
H -4.2609 1.0208 -3.2544 -0.2 0.0 -0.1 0.0644